Computed, not measured: the ion C5H14N2 with charge +1 at a distorted geometry, with ωB97M-V/def2-TZVPD.

Its energy relative to the best compared isomer or geometry (same formula, charge and spin) is 2.077 eV. Its expectation value of S² is 0.7535. The calculation puts the gap between HOMO and LUMO (spin up / spin down) at 0.1703 / 0.3032 hartree. The value obtained for the molecular weight is 102.2 g mol⁻¹. Its total charge is +1. Its spin multiplicity is 2. The maximum force is 1.6 eV Å⁻¹. Its lowest unoccupied orbital energy (spin up / spin down) is -2.97 / -2.99 eV.

The geometry in XYZ format:
```
21
Properties=species:S:1:pos:R:3:mulliken_spin:R:1
C -1.04 -1.77 0.59 0.007
C -1.50 -0.34 0.43 0.050
C -0.40 0.68 0.30 -0.061
C 0.56 0.42 -0.81 0.430
C 1.88 0.85 -0.74 0.466
N 2.79 0.33 -1.79 0.027
N -2.16 0.02 1.81 0.003
H -1.80 -2.42 1.00 0.006
H -0.14 -1.78 1.21 -0.003
H -0.68 -2.17 -0.36 -0.031
H -2.30 -0.20 -0.29 0.004
H -0.80 1.72 0.31 0.017
H 0.15 0.78 1.25 0.007
H 0.08 0.19 -1.74 0.042
H 2.41 1.45 -0.02 0.013
H 3.77 0.36 -1.54 0.003
H 2.49 -0.60 -2.08 0.019
H 2.69 0.92 -2.62 -0.001
H -2.98 0.62 1.65 -0.002
H -2.53 -0.81 2.25 0.000
H -1.47 0.55 2.33 0.003
```

***

Computed, not measured: the molecule C3H8N4O at a distorted geometry, with ωB97M-V/def2-TZVPD.

Its energy relative to the best compared isomer or geometry (same formula, charge and spin) is 3.454 eV. Its structure (SMILES) is N/N=C(/N)CC(N)=O. The calculation puts the gap between HOMO and LUMO at 0.3720 hartree. The value obtained for the molecular weight is 116.1 g mol⁻¹. Its spin multiplicity is 1. The maximum force is 5.1 eV Å⁻¹. Its lowest unoccupied orbital energy is 0.76 eV.

The geometry in XYZ format:
```
16
Properties=species:S:1:pos:R:3:nbo_charge:R:1
N -0.35 -0.25 -2.20 -0.722
N 0.51 -1.24 -1.52 -0.363
C 0.81 -0.86 -0.34 0.449
N 1.26 -1.62 0.88 -0.851
C 0.66 0.54 0.05 -0.611
C -0.55 1.08 1.02 0.693
N -1.55 1.08 0.21 -0.798
O -0.56 1.28 2.26 -0.631
H 0.44 0.09 -2.86 0.362
H -0.93 -0.75 -2.98 0.378
H 0.90 -1.10 1.77 0.405
H 0.98 -2.65 0.93 0.391
H 0.57 1.05 -0.89 0.233
H 1.75 0.89 0.38 0.247
H -1.37 0.83 -0.78 0.424
H -2.48 1.12 0.43 0.393
```

***

Computed, not measured: a cluster of 2 separate species, C3H8NOP in total at a distorted geometry, with ωB97M-V/def2-TZVPD.

Its energy relative to the best compared isomer or geometry (same formula, charge and spin) is 5.218 eV. The calculation puts the gap between HOMO and LUMO (spin up / spin down) at 0.2451 / 0.3258 hartree. The value obtained for the molecular weight is 105.1 g mol⁻¹. Its spin multiplicity is 1. The maximum force is 3.5 eV Å⁻¹. Its lowest unoccupied orbital energy (spin up / spin down) is -0.14 / 0.12 eV.

The geometry in XYZ format:
```
14
Properties=species:S:1:pos:R:3:nbo_charge:R:1
C -0.85 -0.08 -1.68 -0.225
C 0.22 0.91 -2.29 -0.232
C 0.24 -1.12 2.39 -0.252
N 0.46 0.13 -1.15 -0.760
O 0.41 -0.86 0.98 -0.830
P 1.19 0.41 0.36 1.186
H -1.65 0.21 -1.02 0.205
H -1.11 -0.95 -2.36 0.201
H 0.80 0.56 -3.12 0.205
H -0.15 1.99 -2.22 0.202
H -0.84 -0.85 2.49 0.191
H 0.74 -0.46 3.05 0.202
H 0.29 -2.18 2.49 0.199
H 0.26 2.31 2.08 -0.294
```

***

Computed, not measured: a cluster of 2 separate species, C3H10NO2 in total at a distorted geometry, with ωB97M-V/def2-TZVPD.

Its energy relative to the best compared isomer or geometry (same formula, charge and spin) is 1.014 eV. The calculation puts the gap between HOMO and LUMO at 0.2397 hartree. The value obtained for the molecular weight is 92.1 g mol⁻¹. Its total charge is -1. Its spin multiplicity is 1. The maximum force is 1.2 eV Å⁻¹. Its lowest unoccupied orbital energy is 3.95 eV.

The geometry in XYZ format:
```
16
Properties=species:S:1:pos:R:3:nbo_charge:R:1
C -0.63 -0.30 1.16 -0.434
N -0.40 0.31 -0.14 -0.678
C 0.68 -0.36 -0.92 -0.247
C 2.00 -0.50 -0.16 -0.038
O 2.50 0.68 0.21 -0.962
H -1.41 0.26 1.69 0.170
H 0.25 -0.21 1.82 0.202
H -0.96 -1.33 1.04 0.174
H 0.02 1.22 0.02 0.371
H 0.82 0.30 -1.77 0.174
H 0.29 -1.26 -1.37 0.150
H 2.66 -1.12 -0.82 0.071
H 1.78 -1.22 0.68 0.061
H -3.18 -0.34 0.23 0.462
H -2.57 0.71 -0.64 0.498
O -3.44 0.31 -0.44 -0.973
```

***

Computed, not measured: a structure of composition C4H6NO3 at a distorted geometry, with ωB97M-V/def2-TZVPD.

Its energy relative to the best compared isomer or geometry (same formula, charge and spin) is 3.080 eV. The calculation puts the gap between HOMO and LUMO at 0.3573 hartree. The value obtained for the molecular weight is 116.1 g mol⁻¹. Its total charge is +1. Its spin multiplicity is 1. The maximum force is 7.5 eV Å⁻¹. Its lowest unoccupied orbital energy is -4.64 eV.

The geometry in XYZ format:
```
14
Properties=species:S:1:pos:R:3:nbo_charge:R:1
C 1.47 1.71 1.89 0.522
C -1.49 -0.13 0.19 0.308
C -0.34 -1.00 -1.82 0.361
C -0.40 -0.35 -0.58 -0.130
N 1.00 -0.23 -0.02 -0.742
O 2.22 2.54 1.99 -0.353
O -1.50 0.16 1.38 -0.588
O 0.81 -1.11 -2.26 -0.532
H 1.36 0.91 0.56 0.362
H -2.36 -0.34 -0.42 0.198
H -1.10 -1.45 -2.40 0.203
H 1.18 -0.75 0.74 0.404
H -2.25 0.53 1.74 0.522
H 1.41 -0.48 -0.98 0.464
```

***

Computed, not measured: the molecule C5H9N3 at a distorted geometry, with ωB97M-V/def2-TZVPD.

Its energy relative to the best compared isomer or geometry (same formula, charge and spin) is 2.786 eV. Its structure (SMILES) is C1CC2=NNC[C@@H]2N1. The calculation puts the gap between HOMO and LUMO at 0.3323 hartree. The value obtained for the molecular weight is 111.1 g mol⁻¹. Its spin multiplicity is 1. The maximum force is 3.5 eV Å⁻¹. Its lowest unoccupied orbital energy is 0.98 eV.

The geometry in XYZ format:
```
17
Properties=species:S:1:pos:R:3:nbo_charge:R:1
C -1.86 -0.01 -0.17 -0.219
C -1.15 1.36 0.01 -0.443
C 0.32 0.93 0.43 0.183
N 1.44 1.41 0.04 -0.204
N 2.30 0.42 -0.24 -0.448
C 1.73 -0.90 -0.03 -0.258
C 0.28 -0.63 0.59 -0.128
N -0.81 -0.97 -0.35 -0.629
H -2.60 -0.13 -1.03 0.208
H -2.34 -0.14 0.80 0.157
H -1.13 1.89 -0.97 0.221
H -1.69 2.01 0.71 0.221
H 2.77 0.70 -1.02 0.377
H 2.29 -1.54 0.65 0.197
H 1.49 -1.39 -0.94 0.211
H 0.13 -1.07 1.62 0.196
H -1.17 -1.95 -0.10 0.359
```

***

Computed, not measured: a cluster of 4 separate species, C3H9NS2 in total at a distorted geometry, with ωB97M-V/def2-TZVPD.

Its energy relative to the best compared isomer or geometry (same formula, charge and spin) is 11.093 eV. The calculation puts the gap between HOMO and LUMO at 0.1501 hartree. The value obtained for the molecular weight is 123.2 g mol⁻¹. Its spin multiplicity is 1. The maximum force is 4.1 eV Å⁻¹. Its lowest unoccupied orbital energy is -3.79 eV.

The geometry in XYZ format:
```
15
Properties=species:S:1:pos:R:3:nbo_charge:R:1
N 0.78 0.39 -1.54 -0.876
C -0.39 0.23 -0.68 -0.030
C -0.55 -0.71 0.54 -0.579
C -0.57 0.96 0.53 -0.237
S -3.46 -1.14 0.84 -0.179
S 2.43 -0.15 0.78 -0.770
H 3.64 -0.14 0.23 0.142
H 0.51 1.22 -2.05 0.377
H -1.20 0.17 -1.37 0.253
H 0.10 -1.99 -0.30 0.437
H -1.58 -1.16 0.48 0.188
H -0.10 -0.81 1.51 0.340
H -1.50 1.47 0.78 0.253
H 0.23 1.43 1.17 0.282
H 1.66 0.22 -0.93 0.398
```

***

Computed, not measured: a structure of composition C33H46MnN6 at a distorted geometry, with ωB97M-V/def2-TZVPD.

Its expectation value of S² is 6.1523. The calculation puts the gap between HOMO and LUMO (spin up / spin down) at 0.0727 / 0.1682 hartree. The value obtained for the molecular weight is 581.7 g mol⁻¹. Its total charge is -1. Its spin multiplicity is 5. The maximum force is 3.5 eV Å⁻¹. Its lowest unoccupied orbital energy (spin up / spin down) is 2.45 / 2.45 eV.

The geometry in XYZ format:
```
86
Properties=species:S:1:pos:R:3:mulliken_spin:R:1
Mn -0.71 0.47 -0.41 3.194
N -1.23 3.26 1.39 0.163
N 1.24 1.81 -0.76 -0.012
C -1.38 -0.97 -1.87 -0.088
C -1.45 0.34 -2.47 0.109
C -2.34 1.14 -1.68 -0.047
C -2.82 2.52 -2.02 0.000
H -2.24 2.95 -2.84 -0.003
H -2.75 3.19 -1.15 -0.003
H -3.87 2.50 -2.34 -0.004
C -2.86 0.33 -0.61 -0.013
C -4.00 0.69 0.25 -0.015
H -4.97 0.56 -0.26 0.002
H -3.95 1.75 0.56 0.003
H -4.01 0.07 1.15 0.003
C -2.23 -0.98 -0.71 0.091
C -2.53 -2.16 0.15 0.007
H -2.63 -1.85 1.20 0.000
H -1.72 -2.90 0.07 0.000
H -3.46 -2.67 -0.14 -0.001
C -0.90 0.73 -3.80 0.042
H -1.70 1.14 -4.45 0.002
H -0.48 -0.13 -4.34 0.006
H -0.12 1.51 -3.73 -0.006
C -0.69 -2.16 -2.45 -0.033
H -0.02 -2.62 -1.72 0.007
H -0.09 -1.89 -3.34 -0.003
H -1.41 -2.94 -2.78 -0.001
C -1.34 4.04 2.48 0.320
H -2.33 4.10 2.93 0.016
C -0.25 4.72 3.05 -0.221
H -0.37 5.21 4.02 -0.011
C 0.96 4.75 2.34 0.503
H 1.83 5.27 2.72 0.060
C 1.02 4.09 1.12 0.004
H 1.87 4.18 0.44 -0.055
C -0.07 3.28 0.73 0.234
C -0.02 2.45 -0.48 -0.113
H -0.42 2.97 -1.36 0.020
C 1.15 0.43 -0.83 -0.143
C 2.39 2.25 -1.40 0.030
H 2.66 3.30 -1.43 0.019
C 3.02 1.17 -1.86 -0.050
H 3.92 1.09 -2.44 -0.002
N 2.25 0.05 -1.52 -0.087
C 2.57 -1.27 -1.97 -0.005
C 2.70 -1.50 -3.36 0.002
C 2.92 -2.82 -3.79 0.002
H 2.96 -3.02 -4.86 -0.001
C 3.08 -3.86 -2.88 -0.003
C 3.32 -5.26 -3.37 0.000
H 2.49 -5.92 -3.11 0.000
H 4.23 -5.68 -2.93 0.000
H 3.44 -5.26 -4.46 0.000
C 3.03 -3.59 -1.51 0.003
H 3.19 -4.40 -0.79 0.001
C 2.81 -2.30 -1.04 -0.006
C 2.89 -2.00 0.42 0.000
H 3.68 -1.28 0.64 0.000
H 3.12 -2.92 0.97 0.000
H 1.95 -1.60 0.82 0.001
C 2.56 -0.42 -4.38 -0.003
H 3.53 0.00 -4.67 0.003
H 1.93 0.41 -4.04 0.001
H 2.10 -0.82 -5.29 -0.001
C 1.41 -0.96 3.70 0.002
N 0.08 -0.39 3.90 0.019
C -0.16 0.20 5.20 -0.009
C -0.77 -0.15 2.86 0.018
N -0.28 0.10 1.65 -0.037
N -2.14 -0.17 3.14 -0.004
C -2.65 -1.19 4.07 -0.002
C -2.83 1.12 3.31 0.137
H 1.90 -1.02 4.67 -0.001
H 2.06 -0.35 3.04 -0.002
H 1.35 -1.99 3.29 0.000
H -0.86 1.04 5.12 0.016
H -0.55 -0.54 5.91 -0.002
H 0.79 0.59 5.59 0.005
H 0.73 0.18 1.77 0.029
H -2.61 -0.84 5.12 0.002
H -3.70 -1.38 3.81 0.001
H -2.11 -2.14 3.99 -0.001
H -2.55 1.60 4.27 -0.053
H -2.61 1.80 2.49 -0.045
H -3.91 0.93 3.32 0.010
```